Density functional theory data (wB97M-V/def2-TZVPD) for a molecular structure, C4H5N3 in a non-equilibrium geometry.

Calculated values
Maximum force (hartree/bohr): 0.118
HOMO-LUMO gap (alpha / beta) (hartree): 0.2765 / 0.2724
Energy relative to the best compared isomer or geometry (same formula, charge and spin) (kJ/mol): 867.4
HOMO level (alpha / beta) (eV): -10.14 / -10.13

Geometry as ORCA input:
```
! wB97M-V def2-TZVPD RIJCOSX def2/J DEFGRID3
* xyz 0 1
C -0.21032 -0.96673 -0.27955
C -0.56298 -1.75913 0.77493
C 0.52354 1.62159 0.20244
C 1.26111 0.35873 -0.37524
N -1.77428 -2.28846 0.84810
N -2.27339 -1.87670 -0.28144
N -1.31387 -1.05785 -0.97649
H 1.17681 2.64347 0.24626
H 0.30040 1.45502 1.25579
H -0.31270 1.65098 -0.41623
H 1.89770 -0.16559 0.42495
H 1.28796 0.38467 -1.42352
*
```

Mulliken population analysis, charges in e, atoms 1 to 4: C 0.207; C 0.343; C -0.881; C -0.451